[1]
Below is a 9-piece molecular cluster, C25H52BrClF6O13S8 overall, with properties calculated with ωB97M-V/def2-TZVPD.

Each atom is followed by the atoms it is bonded to, with distances in Å.
Positions of all 106 atoms, in Å:
1 O 4.59341 -6.19343 2.60743  C2 1.254
2 C 4.45847 -5.09719 2.01310  O1 1.254, O3 1.376, C7 1.573
3 O 5.51973 -4.44749 1.42637  C2 1.376, C4 1.420
4 C 5.12269 -3.30888 0.67678  O3 1.420, Br5 1.930, C6 1.540, H23 1.090
5 Br 6.12177 -1.71978 1.12651  C4 1.930
6 C 3.68235 -3.01557 1.13681  C4 1.540, C7 1.536, H24 1.090, H25 1.092
7 C 3.12646 -4.29177 1.78651  C2 1.573, C6 1.536, Cl8 1.796, C9 1.527
8 Cl 2.55938 -3.87793 3.44010  C7 1.796
9 C 2.23030 -5.15983 0.90598  C7 1.527, O10 1.277, C11 1.567
10 O 2.73297 -5.65989 -0.15551  C9 1.277
11 C 0.71068 -5.43846 1.17034  C9 1.567, F12 1.392, F13 1.399, C14 1.574
12 F 0.34499 -5.34274 2.50958  C11 1.392
13 F 0.47717 -6.75787 0.76901  C11 1.399
14 C -0.24483 -4.55929 0.27994  C11 1.574, F15 1.397, F16 1.390, C17 1.559
15 F -0.34041 -5.16106 -0.97769  C14 1.397
16 F -1.50828 -4.53220 0.85904  C14 1.390
17 C 0.15806 -3.07515 0.02692  C14 1.559, F18 1.397, F19 1.393, C20 1.546
18 F -0.88685 -2.51285 -0.71119  C17 1.397
19 F 1.29331 -3.01936 -0.77788  C17 1.393
20 C 0.30220 -2.16352 1.26757  C17 1.546, O21 1.242, O22 1.366
21 O -0.24420 -2.41638 2.35414  C20 1.242
22 O 0.97636 -0.99858 1.03478  C20 1.366, H26 0.967
23 H 5.17368 -3.53936 -0.38770  C4 1.090
24 H 3.06795 -2.51415 0.38943  C6 1.090
25 H 3.74783 -2.30807 1.96594  C6 1.092
26 H 1.68067 -1.11970 0.38338  O22 0.967
27 C 2.86468 -1.13930 -1.78308  S28 1.798, H31 1.089, H32 1.094, H33 1.086
28 S 4.21385 -0.67274 -2.87617  C27 1.798, O29 1.498, C30 1.792
29 O 5.46142 -0.76403 -2.05213  S28 1.498
30 C 3.76496 1.06056 -2.94165  S28 1.792, H34 1.091, H35 1.089, H36 1.087
31 H 2.96741 -2.20416 -1.57707  C27 1.089
32 H 2.94171 -0.56488 -0.85555  C27 1.094
33 H 1.91506 -0.95106 -2.27559  C27 1.086
34 H 3.73752 1.47071 -1.93119  C30 1.091
35 H 2.79146 1.15737 -3.41948  C30 1.089
36 H 4.51023 1.58677 -3.53301  C30 1.087
37 C -0.57391 -1.97412 -6.14660  S38 1.799, H41 1.088, H42 1.090, H43 1.090
38 S 0.08697 -2.31656 -4.50909  C37 1.799, O39 1.489, C40 1.797
39 O 1.48650 -1.80993 -4.48556  S38 1.489
40 C 0.18120 -4.09615 -4.74177  S38 1.797, H44 1.090, H45 1.090, H46 1.082
41 H -0.67460 -0.89518 -6.24650  C37 1.088
42 H 0.11123 -2.35128 -6.90599  C37 1.090
43 H -1.55254 -2.44358 -6.24669  C37 1.090
44 H 0.80771 -4.32065 -5.60563  C40 1.090
45 H -0.82349 -4.49534 -4.88403  C40 1.090
46 H 0.62034 -4.52749 -3.85196  C40 1.082
47 C -1.49005 -2.21414 6.25296  S48 1.797, H51 1.088, H52 1.090, H53 1.090
48 S -0.94806 -0.73428 5.38980  C47 1.797, O49 1.487, C50 1.799
49 O 0.51462 -0.60280 5.62481  S48 1.487
50 C -1.76489 0.43612 6.48482  S48 1.799, H54 1.090, H55 1.090, H56 1.088
51 H -1.04780 -3.07141 5.74909  C47 1.088
52 H -1.15125 -2.17877 7.28852  C47 1.090
53 H -2.57712 -2.28288 6.20665  C47 1.090
54 H -1.40638 0.29629 7.50478  C50 1.090
55 H -2.84373 0.28647 6.43378  C50 1.090
56 H -1.51834 1.43954 6.14364  C50 1.088
57 C -3.28992 -1.92131 1.29639  S58 1.796, H61 1.088, H62 1.090, H63 1.089
58 S -4.71363 -0.83027 1.37821  C57 1.796, O59 1.491, C60 1.797
59 O -4.88522 -0.44177 2.80727  S58 1.491
60 C -5.94994 -2.08313 1.01689  S58 1.797, H64 1.090, H65 1.090, H66 1.088
61 H -2.41208 -1.33043 1.55004  C57 1.088
62 H -3.40160 -2.73466 2.01336  C57 1.090
63 H -3.18618 -2.31552 0.28642  C57 1.089
64 H -5.89341 -2.87759 1.76109  C60 1.090
65 H -5.77785 -2.48209 0.01729  C60 1.090
66 H -6.92815 -1.60894 1.05794  C60 1.088
67 C 0.64272 2.81862 -4.95129  S68 1.800, H71 1.089, H72 1.091, H73 1.091
68 S 1.94230 3.35999 -6.07309  C67 1.800, O69 1.486, C70 1.799
69 O 3.21614 3.30761 -5.30918  S68 1.486
70 C 1.43684 5.08515 -6.13231  S68 1.799, H74 1.090, H75 1.090, H76 1.088
71 H 0.79671 1.76152 -4.73807  C67 1.089
72 H 0.70074 3.38944 -4.02390  C67 1.091
73 H -0.32849 2.95795 -5.42768  C67 1.091
74 H 1.43837 5.50154 -5.12480  C70 1.090
75 H 0.44335 5.15697 -6.57539  C70 1.090
76 H 2.15239 5.62094 -6.75219  C70 1.088
77 C -2.05483 1.97657 2.57825  S78 1.797, H81 1.089, H82 1.090, H83 1.092
78 S -2.50632 3.07139 1.22616  C77 1.797, O79 1.493, C80 1.795
79 O -1.29547 3.87274 0.87960  S78 1.493
80 C -3.57744 4.14158 2.19061  S78 1.795, H84 1.090, H85 1.090, H86 1.088
81 H -1.34091 1.24737 2.19793  C77 1.089
82 H -1.59395 2.55751 3.37776  C77 1.090
83 H -2.94750 1.46095 2.93939  C77 1.092
84 H -3.01232 4.57894 3.01355  C80 1.090
85 H -4.41885 3.55912 2.56689  C80 1.090
86 H -3.93918 4.93295 1.53751  C80 1.088
87 C -0.24346 7.15265 0.07273  S88 1.796, H91 1.088, H92 1.091, H93 1.090
88 S -0.57467 7.00145 1.83107  C87 1.796, O89 1.490, C90 1.800
89 O -1.91978 7.59424 2.07210  S88 1.490
90 C 0.63617 8.22092 2.36649  S88 1.800, H94 1.090, H95 1.090, H96 1.088
91 H -0.93719 6.49455 -0.44612  C87 1.088
92 H -0.39846 8.18478 -0.24336  C87 1.091
93 H 0.78066 6.83865 -0.13000  C87 1.090
94 H 0.41945 9.18523 1.90584  C90 1.090
95 H 1.63529 7.88221 2.09182  C90 1.090
96 H 0.56481 8.30703 3.44853  C90 1.088
97 C -0.82320 0.53288 0.65717  S98 1.794, H101 1.088, H102 1.091, H103 1.089
98 S -1.44590 -0.09784 -0.90263  C97 1.794, O99 1.491, C100 1.798
99 O -0.28565 -0.18055 -1.83510  S98 1.491
100 C -2.38341 1.36795 -1.35400  S98 1.798, H104 1.091, H105 1.090, H106 1.088
101 H -0.17209 -0.22588 1.08615  C97 1.088
102 H -0.25772 1.44865 0.48056  C97 1.091
103 H -1.65713 0.71233 1.33453  C97 1.089
104 H -1.71644 2.22964 -1.39714  C100 1.091
105 H -3.17234 1.53110 -0.62001  C100 1.090
106 H -2.82579 1.19427 -2.33306  C100 1.088

Results
- ΔE to the lowest compared entry with this formula, charge and spin: 86.07 kcal/mol
- HOMO-LUMO gap: 7.15 eV
- HOMO energy: -8.560 eV
- E_tot: -238926.3335 eV
- Charge: 0

Atomic partial charges in e from the Mulliken method, atoms 1 to 99: -0.5851 -0.0927 -0.3194 0.3921 -0.1124 -1.9137 1.8577 -0.0714 -0.3128 -0.5680 0.8107 -0.2150 -0.3114 0.4576 -0.2844 -0.2111 1.6159 -0.2220 0.1127 -0.6771 -0.4621 -0.5477 0.4460 -0.2134 0.9400 0.1363 0.1194 0.5262 -0.6578 -0.7007 0.0972 0.3333 -0.0646 0.3590 -0.0222 0.4320 -1.1827 0.8770 -0.6618 -1.0924 0.3109 0.3662 0.3873 0.4085 0.3747 0.2156 -1.0822 0.8521 -0.7238 -1.1433 0.2603 0.3978 0.3419 0.4056 0.3572 0.2969 -0.4301 0.6835 -0.6909 -1.0799 -0.6279 0.7295 0.2880 0.3050 0.3483 0.3806 -0.7112 0.4724 -0.5703 -0.9481 -0.0180 0.3164 0.4853 0.2799 0.3592 0.3349 -1.1183 0.4709 -0.5714 -1.1514 0.4652 0.5675 0.3436 0.3498 0.4131 0.3870 -0.9807 0.6653 -0.6682 -1.0216 0.2643 0.4015 0.3388 0.3096 0.3531 0.3137 -0.7627 0.7736 -0.5243

***

[2]
Below is a 8-piece molecular cluster, C25H52Cl14F3O2P overall, with properties calculated with ωB97M-V/def2-TZVPD.

Each atom is followed by the atoms it is bonded to, with distances in Å.
Positions of all 97 atoms, in Å:
1 C 2.92317 4.47426 0.13962  C2 1.522, H18 1.083, H19 1.087, H20 1.087
2 C 3.61388 4.04981 -1.14806  C1 1.522, C3 1.538, H21 1.084, H22 1.090
3 C 3.18279 4.80132 -2.41822  C2 1.538, C4 1.531, H23 1.090, H24 1.085
4 C 1.69932 5.15380 -2.55580  C3 1.531, C5 1.553, H25 1.089, H26 1.086
5 C 0.81132 4.05030 -3.19380  C4 1.553, P6 1.860, H27 1.083, H28 1.085
6 P 0.28139 2.67679 -2.05685  C5 1.860, C7 1.851, C8 1.935, C11 1.926, H29 1.423
7 C -1.01829 1.39521 -2.36570  P6 1.851, H30 1.077, H31 1.084, H32 1.080
8 C 1.55712 1.49087 -2.89998  P6 1.935, O9 1.426, H33 1.096, H34 1.097
9 O 1.08160 1.08066 -4.18023  C8 1.426, C10 1.405
10 C 1.34374 -0.27736 -4.42865  O9 1.405, H35 1.088, H36 1.081, H37 1.091
11 C -0.89591 3.80114 -1.02731  P6 1.926, C12 1.534, H38 1.088, H39 1.086
12 C -2.12976 4.39869 -1.71542  C11 1.534, O13 1.419, C14 1.529, H40 1.088
13 O -2.31759 3.99431 -3.06300  C12 1.419, H41 0.960
14 C -3.42710 4.08213 -0.97117  C12 1.529, F15 1.335, F16 1.341, F17 1.370
15 F -3.86562 2.84077 -1.19074  C14 1.335
16 F -3.32566 4.28419 0.35027  C14 1.341
17 F -4.40952 4.92711 -1.41689  C14 1.370
18 H 1.84817 4.35192 0.10371  C1 1.083
19 H 3.10463 5.52215 0.36611  C1 1.087
20 H 3.31415 3.88225 0.96252  C1 1.087
21 H 3.56611 2.97473 -1.27711  C2 1.084
22 H 4.67201 4.26593 -1.00391  C2 1.090
23 H 3.41743 4.16018 -3.26734  C3 1.090
24 H 3.79503 5.68664 -2.55380  C3 1.085
25 H 1.64860 5.97779 -3.26537  C4 1.089
26 H 1.27893 5.54217 -1.63321  C4 1.086
27 H 1.41411 3.60847 -3.97722  C5 1.083
28 H -0.01320 4.55429 -3.68764  C5 1.085
29 H 1.04816 2.49242 -0.87281  P6 1.423
30 H -0.60494 0.40443 -2.27763  C7 1.077
31 H -1.76126 1.48330 -1.58133  C7 1.084
32 H -1.44690 1.56167 -3.34298  C7 1.080
33 H 2.57370 1.89370 -2.97709  C8 1.096
34 H 1.61814 0.60325 -2.25869  C8 1.097
35 H 2.40852 -0.49215 -4.36560  C10 1.088
36 H 0.97074 -0.51232 -5.41608  C10 1.081
37 H 0.78972 -0.90406 -3.72790  C10 1.091
38 H -1.23421 3.19458 -0.18923  C11 1.088
39 H -0.34115 4.61406 -0.56865  C11 1.086
40 H -2.07270 5.48480 -1.67472  C12 1.088
41 H -2.54509 4.77237 -3.57730  O13 0.960
42 Cl 2.40683 -0.39439 0.14219  C43 1.785
43 C 2.51237 -2.17642 0.17685  Cl42 1.785, C44 1.504, H46 1.087, H47 1.087
44 C 3.42020 -2.71344 -0.89464  C43 1.504, Cl45 1.787, H48 1.089, H49 1.087
45 Cl 2.73106 -2.46855 -2.52473  C44 1.787
46 H 1.50468 -2.57158 0.07962  C43 1.087
47 H 2.89193 -2.44992 1.15765  C43 1.087
48 H 3.55131 -3.78560 -0.75754  C44 1.089
49 H 4.39574 -2.23528 -0.86844  C44 1.087
50 Cl -3.85587 3.04386 6.40754  C51 1.784
51 C -3.29564 3.52615 4.78354  Cl50 1.784, C52 1.506, H54 1.087, H55 1.088
52 C -3.63583 2.49679 3.73830  C51 1.506, Cl53 1.782, H56 1.089, H57 1.087
53 Cl -2.70467 0.99435 3.96077  C52 1.782
54 H -2.22370 3.69532 4.83803  C51 1.087
55 H -3.78635 4.46761 4.54372  C51 1.088
56 H -3.39022 2.88231 2.75007  C52 1.089
57 H -4.69247 2.24377 3.75920  C52 1.087
58 Cl 3.62330 -4.37926 2.98802  C59 1.788
59 C 2.64966 -3.92107 4.41578  Cl58 1.788, C60 1.506, H62 1.087, H63 1.087
60 C 1.19365 -4.26944 4.25400  C59 1.506, Cl61 1.783, H64 1.087, H65 1.086
61 Cl 0.39946 -3.26304 3.01485  C60 1.783
62 H 2.78655 -2.85548 4.58197  C59 1.087
63 H 3.06349 -4.46136 5.26358  C59 1.087
64 H 0.66598 -4.08792 5.18704  C60 1.087
65 H 1.06057 -5.31169 3.97838  C60 1.086
66 Cl -1.57876 2.43288 -6.08156  C67 1.781
67 C -1.14250 1.51286 -7.54240  Cl66 1.781, C68 1.508, H70 1.087, H71 1.089
68 C -1.89694 0.21090 -7.64304  C67 1.508, Cl69 1.784, H72 1.089, H73 1.087
69 Cl -1.38785 -0.97632 -6.41207  C68 1.784
70 H -0.06716 1.35180 -7.53205  C67 1.087
71 H -1.39403 2.14068 -8.39568  C67 1.089
72 H -1.71050 -0.24864 -8.61226  C68 1.089
73 H -2.96661 0.37006 -7.53504  C68 1.087
74 Cl -0.37104 -1.05187 5.71444  C75 1.784
75 C -1.98051 -1.31924 6.43723  Cl74 1.784, C76 1.506, H78 1.086, H79 1.089
76 C -2.04089 -2.57627 7.26518  C75 1.506, Cl77 1.784, H80 1.088, H81 1.087
77 Cl -1.92230 -4.05244 6.27116  C76 1.784
78 H -2.70779 -1.33783 5.63118  C75 1.086
79 H -2.18830 -0.45700 7.06872  C75 1.089
80 H -2.99632 -2.62233 7.78467  C76 1.088
81 H -1.24250 -2.60557 8.00216  C76 1.087
82 Cl -1.68015 -1.93922 -2.22207  C83 1.781
83 C -2.97445 -2.91010 -2.96539  Cl82 1.781, C84 1.506, H86 1.087, H87 1.089
84 C -2.79376 -4.38431 -2.71399  C83 1.506, Cl85 1.782, H88 1.089, H89 1.087
85 Cl -1.37782 -5.04084 -3.57459  C84 1.782
86 H -2.98699 -2.68580 -4.02940  C83 1.087
87 H -3.91394 -2.57486 -2.52895  C83 1.089
88 H -3.66643 -4.92602 -3.07504  C84 1.089
89 H -2.66744 -4.59280 -1.65487  C84 1.087
90 Cl 1.47300 -6.31473 6.79988  C91 1.782
91 C 1.55888 -8.09493 6.81396  Cl90 1.782, C92 1.506, H94 1.087, H95 1.089
92 C 2.46949 -8.61743 5.73364  C91 1.506, Cl93 1.782, H96 1.089, H97 1.087
93 Cl 1.80223 -8.33488 4.10586  C92 1.782
94 H 0.54783 -8.47680 6.70145  C91 1.087
95 H 1.93633 -8.39104 7.79105  C91 1.089
96 H 2.59316 -9.69281 5.84823  C92 1.089
97 H 3.44845 -8.14740 5.77907  C92 1.087

Results
- HOMO-LUMO gap: 7.87 eV
- HOMO energy: -7.324 eV
- E_tot: -223618.5554 eV
- SMILES string: CCCCC[PH](C)(COC)C[C@@H](O)C(F)(F)F.ClCCCl.ClCCCl.ClCCCl.ClCCCl.ClCCCl.ClCCCl.ClCCCl
- Charge: 0

The Mulliken scheme yields these atomic charges, measured in e: -1.1608 -0.1324 -0.9323 -0.6115 -1.1832 1.8158 -0.8301 -1.3077 -0.2198 -0.6032 -1.7391 -0.2135 -0.4138 0.6444 -0.2401 -0.2676 -0.3201 0.1632 0.3456 0.3873 0.1118 0.5015 0.3157 0.4497 0.4830 0.2744 0.8144 0.5012 -0.3804 -0.2976 0.6563 0.1043 0.6317 0.1679 0.3503 0.1564 0.0816 0.7752 0.3972 0.3878 0.3288 -0.1439 -0.2052 -0.4954 -0.1648 0.2564 0.0546 0.3357 0.3495 -0.2001 -0.4688 -0.0925 -0.1591 0.3350 0.3184 -0.0715 0.3363 -0.2191 -0.3754 -0.0997 -0.1056 0.3370 0.2860 0.0142 0.1438 -0.0832 -0.5767 -0.4936 -0.1288 0.2812 0.3850 0.3362 0.2990 -0.1534 -0.4164 -0.5566 -0.1795 0.3097 0.3252 0.3782 0.3247 -0.0568 -0.5001 -0.4394 -0.1916 0.2240 0.3263 0.3265 0.2985 -0.1384 -0.4975 -0.4738 -0.1752 0.3223 0.3141 0.3401 0.3120